No. 1
C33H27Cl5N2NiOP | the ωB97M-V functional and the def2-TZVPD basis

Calculated values
2S+1: 3
Expectation value of S²: 2.047
Gap between HOMO and LUMO (spin up / spin down), hartree: 0.2198 / 0.2174
Total charge: -1

Cartesian coordinates (Å):
Ni1 -0.006 0.091 0.232
Cl1 -3.908 -1.561 6.094
C1 -2.663 -1.093 4.987
C2 -2.779 -1.368 3.626
Cl2 -4.185 -2.180 3.025
C3 -1.776 -1.001 2.749
Cl3 -1.888 -1.323 1.049
C4 -0.591 -0.322 3.149
O1 0.324 0.031 2.345
C5 -0.514 -0.062 4.550
Cl4 0.908 0.757 5.095
C6 -1.512 -0.436 5.432
Cl5 -1.339 -0.090 7.119
N1 2.210 -0.249 -1.819
P1 1.797 1.090 -0.771
C7 3.492 1.828 -0.662
C8 3.965 2.131 0.610
C9 5.241 2.655 0.795
C10 6.061 2.879 -0.300
C11 5.600 2.586 -1.581
C12 4.324 2.073 -1.758
C13 0.987 2.160 -1.990
C14 1.411 3.382 -2.430
C15 0.656 4.131 -3.357
C16 -0.544 3.589 -3.891
C17 -1.018 2.400 -3.445
C18 -0.359 1.601 -2.364
C19 1.817 -1.545 -1.626
C20 2.291 -2.568 -2.469
C21 1.901 -3.862 -2.224
C22 1.061 -4.134 -1.146
C23 0.636 -3.066 -0.384
N2 0.975 -1.795 -0.619
H1 2.798 -0.091 -2.622
H2 3.324 1.938 1.466
H3 5.593 2.880 1.794
H4 7.056 3.283 -0.160
H5 6.235 2.767 -2.440
H6 3.968 1.879 -2.764
H7 2.345 3.796 -2.064
H8 1.008 5.101 -3.683
H9 -1.091 4.146 -4.643
H10 -1.940 2.000 -3.855
H11 -0.202 0.590 -2.775
H12 2.955 -2.324 -3.290
H13 2.253 -4.662 -2.864
H14 0.740 -5.139 -0.910
H15 -0.026 -3.218 0.460
C24 -2.734 1.956 0.773
C25 -1.767 2.492 -0.304
C26 -0.697 3.281 0.462
C27 -1.175 1.268 -1.059
C28 -2.586 3.418 -1.218
C29 -2.277 4.757 -1.443
C30 -3.031 5.542 -2.313
C31 -4.126 5.009 -2.973
C32 -4.466 3.679 -2.742
C33 -3.706 2.906 -1.879
H16 -2.171 1.486 1.583
H17 -3.425 1.213 0.369
H18 -3.319 2.775 1.201
H19 -0.169 2.607 1.139
H20 -1.157 4.075 1.062
H21 0.043 3.742 -0.198
H22 -2.027 0.655 -1.387
H23 -1.415 5.199 -0.962
H24 -2.751 6.577 -2.476
H25 -4.713 5.618 -3.651
H26 -5.322 3.242 -3.244
H27 -3.970 1.864 -1.731

Atomic partial charges in e from the Löwdin method, atoms 1 to 2: Ni 0.07; Cl 0.62

No. 2
C5H5N | the ωB97M-V functional and the def2-TZVPD basis

Calculated values
Energy above the lowest of the compared OMol25 structures with the same formula, charge and spin, kJ/mol: 599.90
Gap between HOMO and LUMO (spin up / spin down), hartree: 0.3050 / 0.3048

Cartesian coordinates (Å):
C1 -1.525 -0.356 0.232
C2 0.149 1.589 0.454
C3 -0.117 1.585 -0.847
C4 -0.419 0.370 -0.111
C5 0.990 -1.546 0.067
N1 -2.400 -1.044 0.509
H1 0.426 2.171 1.283
H2 -0.199 2.156 -1.822
H3 1.515 -1.393 0.894
H4 1.528 -1.343 -0.863
H5 0.053 -2.189 0.204

Atomic partial charges in e from the Löwdin method, atoms 1 to 2: C -0.28; C 0.04